91
Properties=species:S:1:pos:R:3:forces:R:3:mulliken_charge:R:1 method="wB97M-V/def2-TZVPD" lumo_ev="0.496 / 0.491" homo_lumo_gap_ev="4.8 / 7.1" e_homo_ev="-4.308 / -6.656" energy_ev=-63642.9383 spin_multiplicity=3
W 0.174630 -0.478130 0.516443 -1.021 4.854 -0.353 0.382
P -2.256483 -0.308786 1.277827 1.966 -0.500 -0.315 0.963
P 2.071051 0.325949 -1.228429 -0.024 -0.449 0.128 1.398
N -0.319262 -1.596068 -0.783901 -0.728 -1.203 -1.863 0.799
H -0.120689 2.183498 2.472706 0.231 0.359 -0.092 -0.707
C -3.427121 1.033986 0.929177 -0.465 0.293 -0.068 -1.065
H -4.342926 0.948444 1.543188 0.370 -0.028 -0.224 0.406
H -3.714056 1.011121 -0.132627 0.140 0.021 0.307 0.360
H -2.952484 2.004253 1.141443 -0.080 -0.352 -0.091 0.129
C -2.082068 -0.268444 3.087896 -0.664 -0.139 0.463 -0.695
H -3.056044 -0.374471 3.590880 0.199 0.070 0.031 0.586
H -1.603735 0.667583 3.415116 -0.138 -0.282 -0.221 0.370
H -1.439547 -1.109069 3.373205 -0.235 0.290 -0.244 -0.558
C -3.152704 -1.862567 0.885137 -0.363 0.028 0.204 -1.303
H -3.961098 -2.063241 1.602925 0.099 0.122 -0.170 0.483
H -2.462353 -2.713464 0.893355 -0.046 0.308 -0.054 0.195
H -3.579637 -1.796929 -0.123860 0.156 0.026 0.182 0.416
C 1.899959 1.772694 -2.317403 -0.073 0.365 -0.291 -1.300
H 2.830464 1.902873 -2.901324 -0.372 -0.087 0.194 0.429
H 1.729550 2.670510 -1.708105 -0.013 -0.330 -0.119 0.237
H 1.061540 1.643996 -3.014693 0.170 0.028 0.219 0.320
C 3.679688 0.739660 -0.474119 0.416 0.089 -0.089 -1.074
H 4.365420 1.071275 -1.273401 -0.105 -0.121 0.338 0.586
H 4.117769 -0.124969 0.042253 -0.148 0.301 -0.194 0.011
H 3.533626 1.563880 0.242831 -0.021 -0.344 -0.253 0.153
C 2.461522 -1.001581 -2.435053 0.348 0.199 -0.033 -1.478
H 3.420914 -0.789082 -2.922635 -0.134 -0.105 -0.054 0.503
H 1.673048 -1.058852 -3.194216 0.080 0.001 0.209 0.365
H 2.518099 -1.969396 -1.928855 -0.049 0.128 -0.053 0.216
C -0.827190 -2.314091 -1.805048 -0.114 0.593 0.568 0.090
C -2.282945 -2.483412 -3.759347 0.329 -0.377 0.232 -0.579
C -1.690026 -1.707981 -2.768822 0.099 -0.485 -0.089 -0.257
C -0.535931 -3.687905 -1.898811 -0.435 -0.644 -0.704 -0.075
C -1.153292 -4.466250 -2.886374 0.110 0.631 0.085 -0.538
C -2.030149 -3.868677 -3.816707 0.189 -0.290 0.124 -0.479
H -2.939735 -2.026048 -4.499818 0.127 -0.073 0.194 0.366
H -1.858453 -0.637888 -2.676044 -0.066 -0.125 -0.109 0.405
H 0.182517 -4.082319 -1.181063 -0.239 -0.150 -0.176 0.087
H -0.937168 -5.537445 -2.954164 -0.089 0.380 0.022 0.373
H -2.478701 -4.506806 -4.585688 0.086 0.408 0.257 0.337
C 0.497766 2.698144 1.696952 -0.081 -0.739 -0.439 1.760
O 0.767343 1.819705 0.650694 -0.656 -2.390 -0.248 -0.943
C -0.288091 3.887058 1.132143 -0.083 0.411 0.427 -1.507
H 0.039779 4.833611 1.565780 -0.038 0.099 0.091 0.459
H -1.354051 3.794527 1.341261 -0.084 -0.018 -0.084 0.315
H -0.159867 3.958136 0.049837 0.128 -0.170 0.109 0.156
C 1.840645 3.094398 2.291016 0.072 0.343 0.218 -1.672
H 2.329077 3.795231 1.613553 0.110 0.054 -0.064 0.450
H 2.508124 2.238213 2.420577 -0.251 -0.074 -0.085 0.263
H 1.737707 3.577982 3.258919 -0.031 0.225 0.218 0.356
C 4.149131 -0.892680 2.687161 0.182 0.126 -0.167 -1.800
C 3.541509 -2.298073 2.546046 0.301 -0.435 0.392 2.508
C 3.586368 -2.668922 1.056744 0.012 0.081 -0.133 -1.786
C 4.341017 -3.334827 3.361337 0.599 0.074 -0.250 -2.205
P 1.785800 -2.202841 3.103109 -2.542 1.936 -3.330 0.175
N 1.020791 -1.367340 1.869224 2.600 -2.368 4.145 -0.584
C 0.975247 -3.849319 3.230504 0.536 -0.152 0.277 2.330
C 1.500003 -4.569137 4.495346 -0.264 -0.539 -0.106 -1.830
C -0.558497 -3.706969 3.248688 -0.335 -0.079 0.037 -1.459
C 1.337957 -4.645766 1.961460 -0.223 -0.181 0.054 -2.228
C 1.672324 -1.311204 4.715229 0.473 0.173 0.211 2.863
C 2.832252 -1.671657 5.663104 -0.136 0.227 0.376 -2.110
C 1.698058 0.194514 4.392807 -0.152 0.549 0.142 -2.251
C 0.359648 -1.616593 5.445908 -0.063 0.268 0.371 -1.938
H 5.110432 -0.864061 2.149181 -0.231 -0.080 0.193 0.637
H 4.341178 -0.627671 3.730602 0.016 0.080 -0.391 0.300
H 3.488942 -0.145368 2.218822 0.248 -0.218 0.224 0.072
H 4.577794 -2.417478 0.644663 -0.232 -0.180 0.216 0.520
H 3.399913 -3.736928 0.920766 0.141 0.371 -0.248 0.317
H 2.832932 -2.079671 0.515674 0.204 -0.334 0.043 0.069
H 4.308363 -3.185200 4.442782 0.082 0.031 -0.302 0.302
H 4.051725 -4.372052 3.163468 -0.030 0.271 -0.139 0.336
H 5.383095 -3.235882 3.035610 0.006 -0.092 0.154 0.555
H 1.205262 -4.104425 5.439010 -0.037 -0.162 -0.292 0.304
H 1.090246 -5.584491 4.490258 0.039 0.000 0.080 0.522
H 2.587736 -4.658216 4.521379 -0.218 -0.037 -0.132 0.319
H -0.947138 -3.189234 2.357999 0.409 -0.112 0.238 -0.187
H -0.997478 -4.718886 3.239718 0.180 0.243 0.072 0.646
H -0.938362 -3.184963 4.135363 0.087 -0.283 -0.374 0.263
H 1.105103 -4.059213 1.062501 0.126 -0.141 0.200 0.351
H 2.375648 -4.985988 1.941776 -0.147 0.158 0.050 0.247
H 0.730276 -5.553100 1.935581 -0.115 0.012 0.032 0.704
H 3.813864 -1.374867 5.284254 -0.304 -0.141 0.200 0.339
H 2.657637 -1.115660 6.593224 0.118 -0.091 -0.074 0.566
H 2.842548 -2.737736 5.916590 0.055 0.263 -0.013 0.282
H 0.977752 0.470375 3.608703 0.234 -0.259 0.162 0.240
H 2.680875 0.552745 4.075105 -0.276 -0.127 0.106 0.333
H 1.424073 0.778255 5.283564 0.079 -0.264 0.012 0.512
H -0.475551 -1.149389 4.913136 0.143 -0.350 0.318 0.304
H 0.193382 -2.685878 5.618685 -0.117 0.604 -0.087 0.332
H 0.419263 -1.151785 6.443764 -0.027 0.006 -0.309 0.638